[1]
C3H6IN2O as an isolated structure, computed with ωB97M-V with the def2-TZVPD basis set.

The highest occupied orbital energy is -12.51 eV. Its total charge is +1. For the energy above the lowest of the compared OMol25 structures with the same formula, charge and spin, the calculation gives 77.9 kcal/mol.

Cartesian coordinates (Å):
1 C -0.5344 0.8070 -0.1872
2 C -1.1948 -0.7167 1.2823
3 C 0.5676 -0.1133 -0.2835
4 N -1.6417 0.1676 0.4897
5 N 1.7366 0.4300 -1.0315
6 O -0.3157 1.9889 -0.4117
7 I 0.3012 -2.3374 -0.3192
8 H -1.8902 -1.5014 1.7503
9 H -0.2887 -0.5917 1.6952
10 H -2.6233 0.2441 0.2598
11 H 1.6885 0.0198 -1.9533
12 H 2.5674 0.1803 -0.5660
13 H 1.6276 1.4226 -0.7251

=====

[2]
A 2-piece molecular cluster, C2H4INO2 overall, computed with ωB97M-V with the def2-TZVPD basis set.

The highest occupied orbital energy (alpha / beta) is -9.51 / -8.20 eV. For the energy above the lowest of the compared OMol25 structures with the same formula, charge and spin, the calculation gives 111.7 kcal/mol.

Cartesian coordinates (Å):
1 C -1.0178 0.8179 0.3293
2 C 0.1599 0.6810 -0.5459
3 N 0.8577 -1.6830 -0.0308
4 O -0.0716 -2.4049 0.1553
5 O 2.0350 -1.7837 0.0940
6 I 2.0250 1.4313 -0.0813
7 H -0.8322 1.4908 1.1651
8 H -1.3049 -0.1592 0.7398
9 H -1.8743 1.1777 -0.2425
10 H 0.0233 0.4322 -1.5831

=====

[3]
C52H50CsN12PS as an isolated structure, computed with ωB97M-V with the def2-TZVPD basis set.

The highest occupied orbital energy is -12.28 eV. Its total charge is +2. For the energy above the lowest of the compared OMol25 structures with the same formula, charge and spin, the calculation gives 8.3 kcal/mol.

Cartesian coordinates (Å):
1 Cs 0.7240 0.9964 -0.1090
2 C 0.1768 5.1379 -2.4622
3 C -0.0675 4.1856 -1.4830
4 N -0.5850 3.0001 -1.7787
5 C -0.8986 2.7580 -3.0502
6 C -0.7118 3.7507 -4.0118
7 N -0.1599 4.9232 -3.7275
8 C -1.4712 1.4107 -3.3709
9 C -1.6088 0.9921 -4.6889
10 C -2.1734 -0.2493 -4.9518
11 C -2.5549 -1.0257 -3.8640
12 C -2.3597 -0.5450 -2.5748
13 N -1.8258 0.6509 -2.3324
14 C -2.6824 -1.3984 -1.3874
15 C -3.4081 -2.5850 -1.5194
16 N -3.5553 -3.4502 -0.5292
17 C -2.9895 -3.1289 0.6269
18 C -2.3516 -1.9107 0.7989
19 N -2.1994 -1.0406 -0.1958
20 C -2.3466 -0.7367 -6.3396
21 C -2.1846 -2.0802 -6.6558
22 C -2.3576 -2.4840 -7.9710
23 N -2.6797 -1.6548 -8.9579
24 C -2.8367 -0.3719 -8.6501
25 C -2.6798 0.1350 -7.3685
26 H 0.6371 6.0874 -2.2222
27 H 0.1522 4.3746 -0.4371
28 H -1.0202 3.6095 -5.0391
29 H -1.2433 1.5961 -5.5059
30 H -2.9967 -1.9953 -4.0368
31 H -3.8945 -2.8450 -2.4496
32 H -3.0561 -3.8484 1.4333
33 H -1.9600 -1.6274 1.7698
34 H -1.8977 -2.8064 -5.9064
35 H -2.2275 -3.5245 -8.2424
36 H -3.1057 0.2874 -9.4662
37 H -2.8484 1.1875 -7.1837
38 N 4.1137 4.3031 1.6143
39 C 4.7440 3.4436 0.7335
40 C 6.0800 3.2781 0.3861
41 C 6.3491 2.3425 -0.5918
42 C 5.3247 1.6020 -1.2021
43 C 4.0047 1.7668 -0.8423
44 C 3.7107 2.7043 0.1530
45 N 2.4844 3.1048 0.6832
46 C 2.7766 4.0586 1.5296
47 C 1.7888 4.8384 2.2796
48 C 2.0656 5.8596 3.1396
49 S 0.6207 6.5465 3.7153
50 C -0.2586 5.4242 2.7790
51 N 0.4513 4.5866 2.0833
52 H 4.5622 4.9997 2.1834
53 H 6.8687 3.8590 0.8428
54 H 7.3713 2.1835 -0.9047
55 H 5.5788 0.8876 -1.9728
56 H 3.2328 1.1916 -1.3378
57 H 3.0202 6.2453 3.4539
58 H -1.3376 5.4400 2.7703
59 N -4.6718 -0.2962 3.7931
60 C -4.5523 0.9774 4.5419
61 C -4.6807 2.1376 3.5488
62 C -3.4586 2.2382 2.6416
63 N -3.4079 0.9847 1.7942
64 C -2.1799 2.3917 3.4505
65 C -1.9685 1.2746 4.4666
66 N -1.5508 0.0523 3.7518
67 C -3.2302 1.0562 5.3040
68 H -5.6470 -0.4726 3.5703
69 H -4.3660 -1.0792 4.3602
70 H -3.8217 0.2118 2.3921
71 H -5.3565 1.0587 5.2784
72 H -4.7684 3.0793 4.0931
73 H -5.5965 2.0323 2.9620
74 H -3.5542 3.0780 1.9529
75 H -3.9351 1.0811 0.9280
76 H -2.4600 0.6883 1.5620
77 H -2.2678 3.3379 3.9912
78 H -1.3126 2.4963 2.7923
79 H -1.1869 1.6037 5.1604
80 H -1.6142 -0.7488 4.3732
81 H -0.5619 0.1240 3.5234
82 H -3.3098 1.9054 5.9876
83 H -3.1141 0.1758 5.9420
84 C -0.2654 -5.2492 -2.2191
85 C -0.3160 -3.8905 -2.4957
86 C 0.2457 -2.9860 -1.6072
87 C 0.8870 -3.4250 -0.4487
88 C 0.9359 -4.7908 -0.1836
89 C 0.3572 -5.6954 -1.0615
90 P 1.6218 -2.1446 0.6213
91 C 3.3565 -2.0560 0.0369
92 C 3.7583 -2.5432 -1.2030
93 C 5.0879 -2.4445 -1.5967
94 C 6.0248 -1.8659 -0.7548
95 C 5.6275 -1.3603 0.4772
96 C 4.3010 -1.4422 0.8630
97 C 1.7982 -2.9819 2.2349
98 C 2.8615 -3.8183 2.5693
99 C 2.9004 -4.4467 3.8050
100 C 1.8758 -4.2533 4.7211
101 C 0.8093 -3.4268 4.3984
102 C 0.7781 -2.7927 3.1655
103 H -0.7090 -5.9601 -2.9028
104 H -0.7934 -3.5350 -3.4002
105 H 0.1935 -1.9230 -1.8258
106 H 1.4216 -5.1537 0.7139
107 H 0.3981 -6.7541 -0.8443
108 H 3.0445 -3.0309 -1.8555
109 H 5.3925 -2.8419 -2.5556
110 H 7.0622 -1.8109 -1.0546
111 H 6.3526 -0.9015 1.1361
112 H 4.0043 -1.0573 1.8336
113 H 3.6663 -3.9783 1.8628
114 H 3.7311 -5.0933 4.0521
115 H 1.9093 -4.7463 5.6826
116 H 0.0076 -3.2791 5.1106
117 H -0.0584 -2.1509 2.9087

=====

[4]
C19H32O4 as an isolated structure, computed with ωB97M-V with the def2-TZVPD basis set.

The highest occupied orbital energy is -7.71 eV. For the energy above the lowest of the compared OMol25 structures with the same formula, charge and spin, the calculation gives 351.4 kcal/mol.

Cartesian coordinates (Å):
1 C -8.9186 -0.3884 -0.7295
2 C -8.0766 -1.7310 -0.8101
3 C -6.5709 -1.4841 -0.5763
4 C -6.3551 -1.0968 0.8283
5 C -4.8992 -1.3315 1.0511
6 C -4.1036 -0.3166 0.4126
7 C -2.6841 -0.3724 0.9932
8 C -1.7319 0.6856 -0.1451
9 C -0.3139 0.6914 0.3602
10 C 0.6621 1.5266 -0.4071
11 C 2.0111 1.7878 0.1101
12 C 2.8455 2.5806 -0.8807
13 C 4.3923 2.4667 -0.3526
14 C 5.1819 1.4351 -0.2231
15 H 5.1242 0.8766 -1.3861
16 H 4.6918 0.5922 0.5851
17 O 6.5482 1.4929 0.1359
18 C 7.3159 0.5762 0.2222
19 C 8.8006 0.7527 0.3798
20 C 9.0832 -0.6447 0.4840
21 C 7.9610 -1.4408 -0.0667
22 C 7.7530 -2.7672 -0.0323
23 O 8.7695 -3.5444 -0.0321
24 O 6.5546 -3.1812 -0.3395
25 H 6.5895 -4.0214 -0.8836
26 O 7.0091 -0.5855 -0.1228
27 H 10.1055 -1.2660 0.5348
28 H 9.3171 1.6694 0.6527
29 H 4.8293 3.3404 -0.7375
30 H 4.3739 2.9897 0.8538
31 H 3.0021 2.1882 -1.8415
32 H 2.4598 3.4483 -0.9662
33 H 2.1272 1.9886 1.1429
34 H 2.4348 0.4408 0.0615
35 H 0.1903 2.5229 -0.3734
36 H 0.6389 1.4321 -1.3973
37 H -0.1974 1.0081 1.3226
38 H 0.1292 -0.3332 0.6906
39 H -2.1207 1.7282 0.0299
40 H -1.8627 0.4629 -0.9683
41 H -2.4648 -0.0010 2.0302
42 H -2.3506 -1.1947 1.0178
43 H -4.5337 0.7479 0.4553
44 H -4.1382 -0.6766 -0.6585
45 H -4.9025 -0.8306 2.1853
46 H -4.4287 -2.2495 1.0666
47 H -6.8913 -1.7678 1.6219
48 H -6.6019 -0.1735 0.9915
49 H -6.2823 -0.8038 -1.3971
50 H -6.3873 -2.4847 -0.6335
51 H -8.6390 -2.3240 -0.0928
52 H -8.3466 -2.1648 -1.8266
53 H -9.8253 -0.4754 -1.1821
54 H -8.4556 0.2063 -1.4392
55 H -8.8189 0.0130 0.2815

=====

Please write out number 4 again, unchanged.
C19H32O4 as an isolated structure, computed with ωB97M-V with the def2-TZVPD basis set.

The highest occupied orbital energy is -7.71 eV. For the energy above the lowest of the compared OMol25 structures with the same formula, charge and spin, the calculation gives 351.4 kcal/mol.

Cartesian coordinates (Å):
1 C -8.9186 -0.3884 -0.7295
2 C -8.0766 -1.7310 -0.8101
3 C -6.5709 -1.4841 -0.5763
4 C -6.3551 -1.0968 0.8283
5 C -4.8992 -1.3315 1.0511
6 C -4.1036 -0.3166 0.4126
7 C -2.6841 -0.3724 0.9932
8 C -1.7319 0.6856 -0.1451
9 C -0.3139 0.6914 0.3602
10 C 0.6621 1.5266 -0.4071
11 C 2.0111 1.7878 0.1101
12 C 2.8455 2.5806 -0.8807
13 C 4.3923 2.4667 -0.3526
14 C 5.1819 1.4351 -0.2231
15 H 5.1242 0.8766 -1.3861
16 H 4.6918 0.5922 0.5851
17 O 6.5482 1.4929 0.1359
18 C 7.3159 0.5762 0.2222
19 C 8.8006 0.7527 0.3798
20 C 9.0832 -0.6447 0.4840
21 C 7.9610 -1.4408 -0.0667
22 C 7.7530 -2.7672 -0.0323
23 O 8.7695 -3.5444 -0.0321
24 O 6.5546 -3.1812 -0.3395
25 H 6.5895 -4.0214 -0.8836
26 O 7.0091 -0.5855 -0.1228
27 H 10.1055 -1.2660 0.5348
28 H 9.3171 1.6694 0.6527
29 H 4.8293 3.3404 -0.7375
30 H 4.3739 2.9897 0.8538
31 H 3.0021 2.1882 -1.8415
32 H 2.4598 3.4483 -0.9662
33 H 2.1272 1.9886 1.1429
34 H 2.4348 0.4408 0.0615
35 H 0.1903 2.5229 -0.3734
36 H 0.6389 1.4321 -1.3973
37 H -0.1974 1.0081 1.3226
38 H 0.1292 -0.3332 0.6906
39 H -2.1207 1.7282 0.0299
40 H -1.8627 0.4629 -0.9683
41 H -2.4648 -0.0010 2.0302
42 H -2.3506 -1.1947 1.0178
43 H -4.5337 0.7479 0.4553
44 H -4.1382 -0.6766 -0.6585
45 H -4.9025 -0.8306 2.1853
46 H -4.4287 -2.2495 1.0666
47 H -6.8913 -1.7678 1.6219
48 H -6.6019 -0.1735 0.9915
49 H -6.2823 -0.8038 -1.3971
50 H -6.3873 -2.4847 -0.6335
51 H -8.6390 -2.3240 -0.0928
52 H -8.3466 -2.1648 -1.8266
53 H -9.8253 -0.4754 -1.1821
54 H -8.4556 0.2063 -1.4392
55 H -8.8189 0.0130 0.2815

=====

Repeat the fourth record exactly.
C19H32O4 as an isolated structure, computed with ωB97M-V with the def2-TZVPD basis set.

The highest occupied orbital energy is -7.71 eV. For the energy above the lowest of the compared OMol25 structures with the same formula, charge and spin, the calculation gives 351.4 kcal/mol.

Cartesian coordinates (Å):
1 C -8.9186 -0.3884 -0.7295
2 C -8.0766 -1.7310 -0.8101
3 C -6.5709 -1.4841 -0.5763
4 C -6.3551 -1.0968 0.8283
5 C -4.8992 -1.3315 1.0511
6 C -4.1036 -0.3166 0.4126
7 C -2.6841 -0.3724 0.9932
8 C -1.7319 0.6856 -0.1451
9 C -0.3139 0.6914 0.3602
10 C 0.6621 1.5266 -0.4071
11 C 2.0111 1.7878 0.1101
12 C 2.8455 2.5806 -0.8807
13 C 4.3923 2.4667 -0.3526
14 C 5.1819 1.4351 -0.2231
15 H 5.1242 0.8766 -1.3861
16 H 4.6918 0.5922 0.5851
17 O 6.5482 1.4929 0.1359
18 C 7.3159 0.5762 0.2222
19 C 8.8006 0.7527 0.3798
20 C 9.0832 -0.6447 0.4840
21 C 7.9610 -1.4408 -0.0667
22 C 7.7530 -2.7672 -0.0323
23 O 8.7695 -3.5444 -0.0321
24 O 6.5546 -3.1812 -0.3395
25 H 6.5895 -4.0214 -0.8836
26 O 7.0091 -0.5855 -0.1228
27 H 10.1055 -1.2660 0.5348
28 H 9.3171 1.6694 0.6527
29 H 4.8293 3.3404 -0.7375
30 H 4.3739 2.9897 0.8538
31 H 3.0021 2.1882 -1.8415
32 H 2.4598 3.4483 -0.9662
33 H 2.1272 1.9886 1.1429
34 H 2.4348 0.4408 0.0615
35 H 0.1903 2.5229 -0.3734
36 H 0.6389 1.4321 -1.3973
37 H -0.1974 1.0081 1.3226
38 H 0.1292 -0.3332 0.6906
39 H -2.1207 1.7282 0.0299
40 H -1.8627 0.4629 -0.9683
41 H -2.4648 -0.0010 2.0302
42 H -2.3506 -1.1947 1.0178
43 H -4.5337 0.7479 0.4553
44 H -4.1382 -0.6766 -0.6585
45 H -4.9025 -0.8306 2.1853
46 H -4.4287 -2.2495 1.0666
47 H -6.8913 -1.7678 1.6219
48 H -6.6019 -0.1735 0.9915
49 H -6.2823 -0.8038 -1.3971
50 H -6.3873 -2.4847 -0.6335
51 H -8.6390 -2.3240 -0.0928
52 H -8.3466 -2.1648 -1.8266
53 H -9.8253 -0.4754 -1.1821
54 H -8.4556 0.2063 -1.4392
55 H -8.8189 0.0130 0.2815